The following is a quantum chemistry calculation of a structure of composition C26H24BeN4O4S, from the OMol25 dataset.

Atoms and positions in Å:
Be1 -0.99 1.14 0.17
C1 -2.99 1.65 2.69
C2 -1.56 1.38 3.00
C3 -1.14 1.15 4.31
C4 0.18 0.88 4.57
C5 1.09 0.87 3.53
C6 0.62 1.12 2.26
N1 -0.67 1.34 2.00
C7 1.48 1.14 1.05
C8 2.86 1.16 1.15
C9 3.59 1.17 -0.02
C10 2.93 1.13 -1.22
C11 1.53 1.11 -1.27
N2 0.82 1.15 -0.12
C12 0.84 1.00 -2.59
C13 1.58 0.90 -3.77
C14 0.90 0.77 -4.96
C15 -0.48 0.75 -4.95
C16 -1.15 0.86 -3.73
C17 -2.65 0.83 -3.71
N3 -0.49 0.97 -2.58
H1 -3.49 2.06 3.57
H2 -3.47 0.70 2.44
H3 -3.10 2.34 1.86
H4 -1.88 1.18 5.10
H5 0.51 0.68 5.59
H6 2.14 0.65 3.71
H7 3.34 1.19 2.11
H8 4.67 1.19 0.01
H9 3.50 1.11 -2.13
H10 2.66 0.92 -3.78
H11 1.45 0.69 -5.89
H12 -1.04 0.65 -5.87
H13 -3.04 1.13 -4.68
H14 -3.05 1.50 -2.95
H15 -3.00 -0.18 -3.50
C18 3.80 -3.41 0.55
C19 2.37 -2.95 0.61
C20 1.60 -3.12 1.76
C21 0.28 -2.70 1.81
C22 -0.29 -2.10 0.70
C23 0.45 -1.94 -0.46
C24 1.77 -2.36 -0.50
S1 -1.99 -1.60 0.79
O1 -2.78 -2.58 0.09
O2 -2.29 -1.44 2.21
N4 -1.93 -0.21 0.03
C25 -3.26 0.31 -0.37
C26 -3.12 1.82 -0.58
O3 -4.07 2.48 -0.94
O4 -1.93 2.29 -0.32
H16 4.16 -3.69 1.53
H17 4.45 -2.62 0.16
H18 3.90 -4.27 -0.11
H19 2.05 -3.59 2.63
H20 -0.31 -2.81 2.72
H21 -0.03 -1.52 -1.34
H22 2.34 -2.24 -1.42
H23 -4.03 0.15 0.38
H24 -3.62 -0.16 -1.29

The energy above the lowest of the compared OMol25 structures with the same formula, charge and spin is 0.000 eV. As for the spin multiplicity: 1.

The following is a quantum chemistry calculation of a structure of composition C10H25I2N3O5P in a non-equilibrium geometry, from the OMol25 dataset.

Atoms and positions in Å:
C1 6.96 1.18 0.98
C2 5.92 0.37 0.20
I1 6.90 -1.46 -0.41
C3 5.56 1.12 -1.09
I2 4.58 -0.04 -2.61
N1 4.86 2.41 -0.77
C4 3.72 2.48 -0.08
N2 3.68 3.25 1.06
N3 2.58 1.85 -0.54
P1 2.09 0.42 0.37
O1 1.34 1.09 1.65
O2 0.86 -0.04 -0.55
H1 7.63 0.54 1.54
H2 6.47 1.83 1.70
H3 7.56 1.75 0.28
H4 5.04 0.13 0.78
H5 6.51 1.40 -1.54
H6 5.53 2.98 -0.25
H7 3.73 4.25 1.02
H8 3.48 2.83 1.96
H9 1.83 2.53 -0.65
H10 0.64 0.48 1.91
H11 0.96 -0.98 -0.74
C5 -3.01 -3.49 -1.77
O3 -3.00 -2.47 -0.79
C6 -2.57 -1.21 -1.26
C7 -3.41 -0.08 -0.69
O4 -4.73 0.02 -1.19
C8 -5.67 -1.00 -0.88
C9 -6.14 -1.03 0.56
O5 -5.12 -1.47 1.44
C10 -5.01 -0.73 2.63
H12 -2.01 -3.91 -1.91
H13 -3.68 -4.28 -1.42
H14 -3.39 -3.12 -2.73
H15 -2.60 -1.16 -2.35
H16 -1.53 -1.06 -0.93
H17 -2.93 0.85 -0.98
H18 -3.41 -0.11 0.41
H19 -5.32 -1.98 -1.21
H20 -6.55 -0.76 -1.49
H21 -6.97 -1.74 0.63
H22 -6.50 -0.04 0.85
H23 -5.11 0.35 2.44
H24 -4.03 -0.91 3.06
H25 -5.78 -1.03 3.36

As for the charge: +1. The energy above the lowest of the compared OMol25 structures with the same formula, charge and spin is 0.000 eV. As for the spin multiplicity: 1.

The following is a quantum chemistry calculation of the molecule C19H26O6, from the OMol25 dataset.

Atoms and positions in Å:
C1 -1.03 -3.64 0.45
C2 -0.21 -3.63 -0.84
C3 -0.72 -2.63 -1.88
O1 -0.58 -1.29 -1.45
C4 -1.63 -0.58 -0.96
C5 -2.91 -1.08 -0.75
C6 -3.91 -0.25 -0.27
C7 -3.66 1.09 0.02
C8 -4.78 1.91 0.54
C9 -4.45 3.33 0.96
O2 -5.90 1.47 0.62
C10 -2.37 1.58 -0.18
C11 -1.36 0.77 -0.67
C12 0.03 1.32 -0.85
C13 0.75 1.41 0.51
C14 0.88 0.01 1.11
O3 -0.01 -0.57 1.68
O4 2.10 -0.48 0.90
C15 2.40 -1.76 1.48
C16 2.91 -1.60 2.90
C17 2.13 2.03 0.42
O5 2.66 2.60 1.34
O6 2.69 1.86 -0.77
C18 4.02 2.36 -0.93
C19 4.43 2.15 -2.38
H1 -2.06 -3.94 0.25
H2 -0.60 -4.35 1.15
H3 -1.03 -2.66 0.91
H4 0.83 -3.38 -0.61
H5 -0.22 -4.62 -1.30
H6 -1.75 -2.86 -2.17
H7 -0.09 -2.71 -2.78
H8 -3.15 -2.11 -0.94
H9 -4.90 -0.64 -0.10
H10 -5.35 3.79 1.36
H11 -4.10 3.90 0.11
H12 -3.68 3.32 1.72
H13 -2.13 2.61 0.03
H14 0.60 0.69 -1.52
H15 -0.03 2.33 -1.27
H16 0.15 1.99 1.22
H17 1.50 -2.38 1.46
H18 3.17 -2.19 0.83
H19 2.12 -1.19 3.53
H20 3.20 -2.57 3.30
H21 3.76 -0.93 2.93
H22 4.04 3.42 -0.66
H23 4.68 1.81 -0.25
H24 3.76 2.69 -3.04
H25 5.44 2.51 -2.53
H26 4.39 1.10 -2.63

The SMILES is CCCOc1ccc(C(C)=O)cc1CC(C(=O)OCC)C(=O)OCC. The energy above the lowest of the compared OMol25 structures with the same formula, charge and spin is 0.212 eV. As for the spin multiplicity: 1.

The following is a quantum chemistry calculation of the molecule C26H27N3O4S in a non-equilibrium geometry, from the OMol25 dataset.

Atoms and positions in Å:
C1 -1.30 -2.55 -1.84
C2 0.18 -2.58 -1.51
C3 1.06 -2.79 -2.74
C4 1.17 -1.54 -3.61
O1 1.90 -0.53 -2.90
C5 2.80 0.17 -3.57
O2 3.10 0.01 -4.72
C6 3.42 1.23 -2.67
S1 2.20 2.57 -2.42
C7 1.14 1.78 -1.23
C8 -0.13 1.41 -1.51
C9 -0.66 1.46 -2.80
N1 -1.11 1.43 -3.86
C10 -1.04 0.87 -0.42
C11 -1.95 1.96 0.10
C12 -1.45 3.13 0.64
C13 -2.34 4.08 1.14
C14 -3.69 3.80 1.08
N2 -4.18 2.69 0.56
C15 -3.33 1.79 0.08
C16 -0.20 0.32 0.72
C17 -0.87 -0.55 1.69
O3 -0.42 -0.89 2.76
O4 -2.10 -0.91 1.27
C18 -2.88 -1.69 2.16
C19 -4.34 -1.58 1.75
C20 1.08 0.70 0.90
C21 1.97 0.25 1.99
C22 2.44 1.16 2.93
C23 3.30 0.75 3.92
C24 3.71 -0.57 3.98
C25 3.26 -1.48 3.04
C26 2.39 -1.07 2.05
N3 1.69 1.56 0.00
H1 -1.89 -2.39 -0.94
H2 -1.61 -3.49 -2.29
H3 -1.53 -1.75 -2.54
H4 0.36 -3.40 -0.80
H5 0.47 -1.65 -1.02
H6 0.65 -3.60 -3.35
H7 2.07 -3.08 -2.43
H8 0.19 -1.13 -3.86
H9 1.71 -1.76 -4.54
H10 4.27 1.69 -3.17
H11 3.71 0.81 -1.71
H12 -1.66 0.07 -0.83
H13 -0.39 3.31 0.68
H14 -1.98 5.00 1.56
H15 -4.43 4.50 1.46
H16 -3.78 0.90 -0.33
H17 -2.72 -1.33 3.18
H18 -2.53 -2.73 2.11
H19 -4.95 -2.18 2.42
H20 -4.47 -1.95 0.73
H21 -4.66 -0.55 1.80
H22 2.11 2.19 2.88
H23 3.65 1.46 4.66
H24 4.39 -0.89 4.76
H25 3.58 -2.51 3.09
H26 2.03 -1.78 1.31
H27 2.64 1.85 0.17

The SMILES is CCCCOC(=O)CSC1=C(C#N)[C@H](c2cccnc2)C(C(=O)OCC)=C(c2ccccc2)N1. The energy above the lowest of the compared OMol25 structures with the same formula, charge and spin is 1.411 eV. As for the spin multiplicity: 1.

The following is a quantum chemistry calculation of a structure of composition C44H33CuN2O7P2Si in a non-equilibrium geometry, from the OMol25 dataset.

Atoms and positions in Å:
Cu1 -1.16 -0.11 -0.54
C1 -3.57 -1.32 1.85
Si1 -1.68 -0.96 1.51
C2 -1.28 0.23 3.00
C3 -1.87 0.05 4.25
C4 -1.75 0.99 5.26
C5 -1.02 2.15 5.03
C6 -0.38 2.32 3.82
C7 -0.48 1.36 2.82
P1 0.40 1.61 1.22
C8 -0.57 3.12 0.78
C9 -0.26 4.43 1.14
C10 -1.09 5.47 0.78
C11 -2.26 5.23 0.07
C12 -2.58 3.93 -0.28
C13 -1.75 2.89 0.08
C14 1.94 2.40 1.83
C15 2.60 3.31 1.00
C16 3.79 3.89 1.39
C17 4.37 3.54 2.60
C18 3.77 2.58 3.39
C19 2.58 2.00 3.01
C20 -0.80 -2.53 2.23
C21 -1.41 -3.49 3.03
C22 -0.74 -4.63 3.45
C23 0.57 -4.83 3.06
C24 1.20 -3.89 2.27
C25 0.53 -2.75 1.86
P2 1.35 -1.53 0.75
C26 1.46 -2.71 -0.66
C27 2.45 -3.69 -0.82
C28 2.39 -4.56 -1.89
C29 1.37 -4.48 -2.82
C30 0.40 -3.51 -2.68
C31 0.44 -2.64 -1.60
C32 3.08 -1.64 1.38
C33 3.36 -1.73 2.74
C34 4.66 -1.75 3.19
C35 5.71 -1.65 2.29
C36 5.45 -1.49 0.94
C37 4.14 -1.46 0.49
H1 -3.85 -1.44 2.89
H2 -3.87 -2.21 1.31
H3 -4.15 -0.49 1.45
H4 -2.45 -0.84 4.44
H5 -2.23 0.84 6.21
H6 -0.96 2.92 5.79
H7 0.20 3.22 3.64
H8 0.65 4.64 1.69
H9 -0.83 6.49 1.06
H10 -2.90 6.06 -0.21
H11 -3.49 3.73 -0.84
H12 -2.01 1.88 -0.21
H13 2.16 3.56 0.04
H14 4.27 4.63 0.76
H15 5.30 4.01 2.91
H16 4.25 2.27 4.32
H17 2.11 1.25 3.63
H18 -2.44 -3.36 3.33
H19 -1.24 -5.36 4.07
H20 1.10 -5.73 3.36
H21 2.22 -4.06 1.95
H22 3.26 -3.77 -0.12
H23 3.16 -5.32 -2.00
H24 1.34 -5.17 -3.66
H25 -0.40 -3.42 -3.40
H26 -0.32 -1.88 -1.49
H27 2.54 -1.81 3.44
H28 4.87 -1.84 4.25
H29 6.73 -1.70 2.65
H30 6.27 -1.38 0.25
H31 3.93 -1.31 -0.56
O1 1.57 1.55 -3.10
C38 0.54 1.04 -2.66
O2 0.40 0.64 -1.46
C39 -0.63 0.87 -3.65
C40 -0.31 1.10 -4.96
C41 -1.26 1.01 -6.00
C42 -2.55 0.64 -5.69
C43 -2.91 0.38 -4.38
C44 -1.97 0.50 -3.27
O3 -2.34 0.28 -2.10
N1 -4.26 0.00 -4.16
O4 -4.71 -0.11 -3.04
O5 -4.95 -0.24 -5.16
N2 -0.91 1.27 -7.34
O6 0.23 1.66 -7.60
O7 -1.76 1.10 -8.22
H32 0.72 1.37 -5.18
H33 -3.30 0.57 -6.46

As for the charge: -2. The energy above the lowest of the compared OMol25 structures with the same formula, charge and spin is 0.068 eV. As for the spin multiplicity: 1.

The following is a quantum chemistry calculation of a structure of composition C16H18BrN4O7Pt in a non-equilibrium geometry, from the OMol25 dataset.

Atoms and positions in Å:
Pt1 -0.38 0.36 0.03
O1 -0.61 -0.63 -1.82
C1 0.53 -0.58 -2.69
C2 0.26 0.47 -3.76
N1 -0.26 1.72 -3.17
C3 -1.43 2.14 -3.45
C4 -3.80 1.31 -1.09
O2 -4.04 1.93 -2.04
O3 -3.53 0.69 -0.15
C5 0.59 2.46 -2.21
C6 -0.22 2.98 -1.01
O4 0.06 4.08 -0.59
O5 -1.17 2.20 -0.55
H1 -0.70 -1.59 -1.40
H2 0.66 -1.54 -3.19
H3 1.43 -0.37 -2.12
H4 -0.50 0.11 -4.46
H5 1.17 0.69 -4.31
H6 -2.05 1.59 -4.14
H7 -1.79 3.05 -3.00
H8 1.08 3.28 -2.74
H9 1.35 1.78 -1.84
C7 0.58 -4.92 0.13
N2 0.97 -3.60 0.63
C8 1.99 -3.45 1.54
C9 2.44 -2.24 1.91
C10 1.82 -1.05 1.36
O6 2.22 0.09 1.56
N3 0.68 -1.27 0.56
C11 0.36 -2.50 0.10
O7 -0.46 -2.63 -0.84
H10 1.19 -5.66 0.63
H11 0.73 -4.98 -0.94
H12 -0.47 -5.10 0.35
H13 2.41 -4.37 1.92
H14 3.26 -2.13 2.60
Br1 -0.46 2.58 6.28
C12 -0.42 1.97 4.51
C13 0.15 2.74 3.51
C14 0.16 2.26 2.22
N4 -0.36 1.07 1.91
C15 -0.91 0.32 2.88
C16 -0.96 0.73 4.19
H15 0.59 3.71 3.73
H16 0.60 2.84 1.43
H17 -1.32 -0.64 2.58
H18 -1.42 0.10 4.94

As for the charge: +1. The energy above the lowest of the compared OMol25 structures with the same formula, charge and spin is 0.166 eV. As for the spin multiplicity: 1.